[1]
Formula: C4H5F3O
Source: OMol25
Level of theory: wB97M-V/def2-TZVPD

```
13
Properties=species:S:1:pos:R:3:mulliken_charge:R:1
F -2.30 0.23 1.02 -0.2529
H 0.84 1.74 0.23 0.3375
F -1.47 1.27 -0.78 -0.2634
H 1.94 0.59 0.85 0.2920
F -2.21 -0.73 -0.88 -0.2529
C 0.13 -0.24 0.13 0.6418
C 0.80 0.87 0.88 -1.1260
H 1.87 -0.79 -1.04 0.2383
H 0.41 1.04 2.01 0.2507
C -1.55 0.12 -0.12 0.7269
H 0.16 -1.53 -1.63 0.3290
O 0.56 -1.49 0.32 -0.4731
C 0.82 -1.06 -0.99 -0.4478
```

Results
ΔE to the lowest compared entry with this formula, charge and spin (kJ/mol): 104.3
Highest occupied orbital energy (eV): -10.62
Orbital gap (eV): 11.524
Multiplicity: 1
SMILES: C[C@@]1(C(F)(F)F)CO1

***

[2]
Formula: C3H10N5
Source: OMol25
Level of theory: wB97M-V/def2-TZVPD

```
18
Properties=species:S:1:pos:R:3:mulliken_charge:R:1
H 0.22 -3.35 -1.01 0.3207
C -0.01 -2.62 -0.15 -0.7607
H -0.99 -2.90 0.25 0.3198
H -0.67 0.01 3.00 0.3598
H 0.58 3.65 -0.92 0.2763
N -0.02 -1.20 -0.31 0.5613
N 0.50 3.14 -1.75 -0.7602
H 0.41 1.81 -1.41 0.5532
N -0.27 0.99 0.44 -0.4824
H 0.45 -1.18 2.54 0.3687
N 0.04 0.79 -0.94 0.2928
H -0.44 3.07 -2.17 0.3370
C -0.34 -0.17 1.01 0.6728
H 0.89 -2.79 0.36 0.3731
C -0.51 -0.77 2.32 -1.3053
H -1.22 -1.48 2.36 0.4118
H 1.25 3.45 -2.33 0.2732
N 0.13 -0.45 -1.30 -0.8121
```

Results
ΔE to the lowest compared entry with this formula, charge and spin (kJ/mol): 282.6
Highest occupied orbital energy (eV): -14.53
Total charge: +1
Orbital gap (eV): 11.479
Multiplicity: 1

***

[3]
Formula: C44H76N4O14S7
Source: OMol25
Level of theory: wB97M-V/def2-TZVPD

```
145
Properties=species:S:1:pos:R:3:mulliken_charge:R:1
H -14.21 -3.13 -22.40 0.3940
H -12.64 -7.78 -14.66 0.5701
H -16.21 -8.38 -19.04 -0.2750
O -11.00 -9.46 -14.14 -0.5216
H -8.13 -6.09 -15.00 0.4131
H -16.83 -14.01 -22.44 0.4482
C -16.67 -6.36 -18.17 0.3174
C -8.42 -12.45 -20.42 -0.1735
C -12.50 -8.59 -17.78 -0.6628
H -12.57 -1.09 -21.63 0.3875
H -12.21 -17.82 -21.19 0.4569
H -12.16 -14.31 -18.80 -0.2454
H -19.25 -12.88 -22.33 0.2139
C -18.95 -5.98 -19.05 -0.9224
H -11.94 -13.38 -20.38 0.1942
O -10.18 -15.16 -21.56 -0.6267
C -17.13 -13.10 -21.94 -0.8164
O -18.54 -9.45 -15.52 -0.5926
C -12.17 -9.94 -17.78 0.7776
H -7.38 -12.78 -20.53 0.5397
H -10.98 -1.93 -20.02 0.2032
N -18.40 -12.50 -21.95 -0.0090
H -9.12 -7.30 -12.54 0.4660
H -12.91 -14.72 -16.71 -0.1289
O -14.50 -7.09 -22.84 -0.7098
C -16.74 -7.45 -19.24 0.5089
C -18.11 -6.02 -17.75 -0.8377
C -15.13 -10.54 -15.85 0.6484
H -19.40 -10.78 -21.15 0.5142
C -8.64 -9.47 -15.41 -0.0819
C -12.44 -16.76 -21.28 -0.7624
C -11.64 -3.96 -20.54 -0.8383
C -13.34 -3.22 -21.77 -0.7838
O -10.47 -16.31 -19.42 -0.6589
C -13.45 -7.07 -14.54 0.0990
H -16.80 -10.44 -20.02 0.1226
H -10.33 -10.21 -20.73 -0.0677
C -12.15 -14.33 -19.89 0.5154
O -9.62 -11.97 -22.77 -0.5944
H -15.71 -10.36 -13.75 0.3595
H -16.31 -10.68 -24.43 0.2214
H -12.81 -13.05 -14.78 0.0263
H -20.02 -5.81 -18.92 0.4523
C -8.44 -7.96 -15.92 -0.5664
H -14.32 -14.37 -19.70 0.2904
H -7.88 -11.84 -18.45 0.5153
H -15.30 -5.21 -12.77 0.1933
H -13.97 -6.41 -16.56 0.6556
H -17.98 -12.30 -16.77 0.5886
H -14.86 -9.67 -16.45 -0.6308
C -12.66 -10.50 -18.95 -1.3789
H -10.16 -6.87 -13.86 0.1116
H -17.28 -8.99 -22.87 -0.1459
S -11.05 -15.68 -20.58 1.1452
C -13.51 -14.74 -20.33 -0.6862
H -16.24 -6.93 -20.05 0.1318
H -13.89 -16.75 -19.70 0.3487
H -14.97 -10.11 -26.19 0.2513
H -12.14 -7.96 -16.97 0.5200
C -13.24 -8.32 -18.93 -1.3946
C -15.44 -9.24 -25.74 -0.6141
H -14.65 -16.40 -21.22 0.3754
H -12.17 -14.31 -13.73 0.4468
S -14.91 -8.46 -23.18 1.0740
H -15.25 -11.94 -17.58 0.2259
O -14.51 -9.61 -22.32 -0.6599
S -10.39 -13.42 -15.20 0.9818
C -8.64 -11.57 -19.18 -0.1282
C -15.71 -11.76 -16.61 -0.4486
H -16.23 -5.43 -18.53 0.4870
C -13.75 -16.19 -20.63 -1.0202
H -7.67 -7.88 -16.68 0.5641
H -14.15 -10.79 -15.44 0.0175
N -14.83 -5.72 -13.50 0.0304
H -13.17 -5.41 -21.16 0.5898
H -9.86 -14.95 -17.00 0.1403
C -11.29 -15.93 -15.73 -0.7263
H -14.11 -7.70 -25.33 0.2822
O -18.09 -11.54 -14.05 -0.6950
C -16.03 -9.97 -14.72 -0.5586
C -16.38 -12.21 -21.20 -0.6853
O -19.10 -8.71 -19.05 -0.6496
C -18.46 -11.29 -21.29 -0.9542
C -14.19 -6.37 -15.50 -0.4797
C -10.07 -15.05 -15.93 -0.6320
H -8.92 -9.41 -18.78 0.0688
H -9.13 -15.43 -15.53 0.5160
H -7.10 -7.44 -14.23 0.3165
H -12.55 -11.52 -19.30 0.5110
H -11.27 -16.33 -14.72 0.3152
C -16.67 -8.65 -23.71 -0.1920
N -13.38 -9.48 -19.61 1.1565
H -13.94 -9.75 -20.40 -0.1575
C -16.53 -9.68 -24.81 -0.5819
H -15.74 -8.58 -26.55 0.3524
H -16.14 -6.62 -17.25 -0.8135
C -17.19 -11.12 -20.75 0.5428
H -9.58 -11.79 -18.67 -0.2149
H -17.49 -9.76 -25.33 0.4590
H -15.89 -4.89 -15.16 0.4648
C -14.34 -8.69 -24.92 -0.8697
C -8.55 -10.05 -19.58 -0.5322
C -17.30 -11.45 -16.70 -0.3224
C -13.85 -6.71 -13.33 -0.9962
H -7.53 -9.70 -19.74 0.4072
C -8.08 -7.11 -14.60 -0.8505
H -18.13 -5.03 -17.30 0.4910
H -13.66 -14.25 -21.30 0.3698
H -18.49 -5.36 -19.81 0.3519
S -17.73 -10.59 -15.13 1.0999
H -15.33 -12.33 -20.98 0.5321
O -18.50 -7.56 -21.25 -0.7011
H -13.67 -7.38 -19.22 0.6516
H -11.49 -10.40 -17.08 0.2306
H -13.38 -9.22 -24.88 0.4802
H -9.30 -7.52 -16.42 0.1801
H -9.25 -9.03 -21.55 0.6107
C -12.57 -15.01 -15.71 -0.2076
H -13.60 -7.12 -12.36 0.4556
H -13.36 -15.58 -15.22 0.4669
O -10.43 -12.49 -16.32 -0.4455
O -9.55 -13.26 -14.06 -0.7504
H -9.17 -13.24 -20.39 -0.3158
C -12.85 -4.37 -21.16 0.0829
H -15.52 -12.67 -16.05 0.2593
H -18.59 -6.71 -17.05 0.2458
S -9.61 -9.23 -13.81 1.0532
H -12.47 -16.42 -22.32 0.3490
H -17.46 -10.77 -17.53 -0.1830
O -9.00 -9.95 -12.69 -0.7254
H -16.01 -8.88 -14.70 0.2221
H -7.68 -9.82 -15.01 0.4094
H -11.21 -16.73 -16.46 0.3944
S -8.61 -11.41 -21.94 1.0637
C -12.15 -13.91 -14.75 -0.5055
C -12.55 -2.13 -21.35 -0.4985
O -7.31 -11.05 -22.47 -0.6664
S -18.44 -7.65 -19.80 1.1936
H -10.90 -4.48 -19.95 0.4324
C -9.29 -9.93 -20.93 -0.4828
C -9.26 -7.44 -13.62 -0.5063
C -15.12 -5.55 -14.81 -0.8843
N -11.56 -2.56 -20.54 0.0262
H -9.11 -10.22 -16.04 -0.2404
H -17.07 -7.67 -23.95 0.4275
```

Results
ΔE to the lowest compared entry with this formula, charge and spin (kJ/mol): 251.0
Highest occupied orbital energy (eV): -7.93
Orbital gap (eV): 8.187
Multiplicity: 1
SMILES: O=S1(=O)CCCC1.O=S1(=O)CCCC1.O=S1(=O)CCCC1.O=S1(=O)CCCC1.O=S1(=O)CCCC1.O=S1(=O)CCCC1.O=S1(=O)CCCC1.c1cc[nH]c1.c1cc[nH]c1.c1cc[nH]c1.c1cc[nH]c1